Entry 1:
The following is a quantum chemistry calculation of a structure of composition C31H42InN3P, from the OMol25 dataset.

Output
Total charge: -1
Gap between HOMO and LUMO (alpha / beta) in hartree: 0.122 / 0.117
HOMO level (alpha / beta) in eV: -0.79 / -0.70
Electronic energy in eV: -51757.417
Energy relative to the best compared isomer or geometry (same formula, charge and spin) in kcal/mol: 0.0
Lowest unoccupied orbital energy (alpha / beta) in eV: 2.5371 / 2.4769

Each line ends with the Mulliken charge.
CARTESIAN COORDINATES (ANGSTROEM)
In1 0.471 -0.607 -0.040  0.56
N1 0.461 -0.942 3.516  0.23
N2 -0.633 1.696 1.691  1.27
C1 -1.665 -1.799 -1.254  -0.27
C2 -2.642 -1.628 -0.237  0.74
C3 -2.286 -2.449 0.874  0.91
C4 -2.984 -2.482 2.183  -1.85
H1 -3.736 -1.686 2.247  0.40
H2 -2.273 -2.363 3.015  0.32
H3 -3.511 -3.436 2.331  0.41
C5 -1.111 -3.166 0.557  0.31
C6 -0.395 -4.115 1.444  -1.35
H4 -0.833 -5.126 1.420  0.30
H5 -0.436 -3.776 2.491  0.22
H6 0.660 -4.216 1.149  0.18
C7 -0.681 -2.747 -0.756  0.73
C8 0.403 -3.378 -1.564  -1.01
H7 1.247 -3.685 -0.930  0.22
H8 0.771 -2.691 -2.339  0.14
H9 0.040 -4.278 -2.083  0.31
C9 -3.803 -0.705 -0.263  -1.86
H10 -4.713 -1.221 0.082  0.44
H11 -4.006 -0.332 -1.275  0.41
H12 -3.649 0.165 0.402  0.09
C10 -1.625 -1.166 -2.602  -0.93
H13 -0.622 -0.767 -2.835  -0.10
H14 -2.334 -0.333 -2.682  0.22
H15 -1.875 -1.892 -3.393  0.37
C11 1.341 -1.405 4.404  -0.17
H16 1.598 -2.467 4.339  0.51
C12 1.928 -0.603 5.388  -1.07
H17 2.675 -1.049 6.036  0.37
C13 1.534 0.738 5.508  -0.44
H18 1.951 1.379 6.290  0.35
C14 0.570 1.218 4.636  -0.84
H19 0.144 2.218 4.690  0.38
C15 0.049 0.343 3.636  1.09
C16 -0.909 0.761 2.670  -1.65
H20 -1.706 0.059 2.397  0.26
C17 -0.282 1.327 0.399  -1.26
C18 -0.797 3.090 1.743  -0.79
H21 -1.030 3.603 2.651  0.51
C19 -0.692 3.550 0.495  -0.79
H22 -0.778 4.548 0.099  0.52
N3 -0.458 2.459 -0.342  1.19
C20 -0.470 2.514 -1.784  -0.33
C21 -1.695 2.629 -2.472  1.02
C22 -1.684 2.611 -3.875  -0.79
H23 -2.629 2.694 -4.417  0.28
C23 -0.491 2.500 -4.598  0.85
C24 -0.475 2.519 -6.103  -1.53
H24 -0.242 1.529 -6.521  0.30
H25 0.291 3.212 -6.476  0.36
H26 -1.445 2.835 -6.502  0.38
C25 0.699 2.319 -3.894  -1.18
H27 1.634 2.166 -4.440  0.26
C26 0.734 2.360 -2.494  1.28
C27 2.034 2.197 -1.777  -0.59
H28 2.290 3.040 -1.123  0.29
H29 2.841 2.084 -2.509  0.49
H30 2.047 1.288 -1.153  -0.90
C28 -3.017 2.719 -1.768  -1.72
H31 -3.312 3.759 -1.567  0.35
H32 -3.043 2.168 -0.820  0.09
H33 -3.803 2.300 -2.415  0.46
C29 4.006 -0.720 -0.843  -0.79
P1 2.881 -0.765 0.591  0.39
C30 3.262 -2.244 1.565  -0.82
C31 3.317 0.645 1.665  -1.02
H34 3.824 -1.627 -1.440  0.22
H35 5.054 -0.691 -0.524  0.41
H36 3.788 0.161 -1.464  0.11
H37 3.220 -3.146 0.943  0.34
H38 4.265 -2.148 2.000  0.45
H39 2.524 -2.343 2.368  -0.08
H40 4.414 0.715 1.737  0.53
H41 2.921 1.591 1.265  0.18
H42 2.882 0.488 2.659  0.10

Entry 2:
The following is a quantum chemistry calculation of a structure of composition C31H42N2O25, from the OMol25 dataset.

Output
Gap between HOMO and LUMO in hartree: 0.290
HOMO level in eV: -8.00
Electronic energy in eV: -86990.095
Lowest unoccupied orbital energy in eV: -0.1050

Each line ends with the Mulliken charge.
CARTESIAN COORDINATES (ANGSTROEM)
C1 3.068 -4.092 -2.411  -0.46
C2 1.963 -3.448 -3.281  -0.51
O1 0.875 -2.995 -2.473  -0.46
C3 0.823 -1.613 -2.325  -0.98
C4 1.989 -0.991 -1.515  1.22
C5 1.699 -0.922 -0.084  -0.39
N1 1.242 -0.998 0.968  -0.62
C6 2.156 0.496 -1.995  -0.27
C7 2.960 0.570 -3.205  0.12
N2 3.524 0.761 -4.186  -0.61
H1 4.043 -3.747 -2.759  0.29
H2 2.952 -3.695 -1.403  0.27
H3 2.986 -5.176 -2.401  0.01
H4 1.593 -4.224 -3.951  0.49
H5 2.359 -2.646 -3.910  0.30
H6 0.760 -1.071 -3.277  0.61
H7 -0.101 -1.393 -1.786  0.20
H8 2.950 -1.474 -1.683  0.28
H9 2.599 1.100 -1.207  0.57
H10 1.153 0.863 -2.219  0.02
C8 -1.774 0.544 0.685  0.14
C9 -2.849 0.174 1.686  -0.22
O2 -3.973 0.930 1.209  -0.35
C10 -3.791 1.173 -0.108  0.40
O3 -4.619 1.623 -0.836  -0.42
O4 -2.539 0.835 -0.492  -0.29
H11 -1.067 -0.255 0.489  -0.16
H12 -1.224 1.441 0.979  0.24
H13 -3.100 -0.887 1.660  0.29
H14 -2.604 0.452 2.707  0.16
C11 0.302 -1.882 3.892  -0.16
C12 0.846 -1.577 5.271  -0.36
O5 -0.135 -0.669 5.788  -0.36
C13 -1.296 -0.886 5.131  0.76
O6 -2.344 -0.410 5.439  -0.57
O7 -1.112 -1.711 4.080  -0.33
H15 0.526 -2.892 3.559  0.34
H16 0.641 -1.182 3.135  0.26
H17 0.885 -2.458 5.915  0.25
H18 1.827 -1.110 5.249  0.30
C14 -3.660 2.896 -2.903  -0.11
C15 -4.669 3.271 -1.839  0.02
O8 -3.958 4.259 -1.079  -0.40
C16 -3.007 4.800 -1.873  0.59
O9 -2.350 5.755 -1.600  -0.58
O10 -2.893 4.105 -3.030  -0.08
H19 -4.114 2.631 -3.854  0.29
H20 -2.999 2.088 -2.588  0.01
H21 -5.568 3.731 -2.255  0.42
H22 -4.955 2.432 -1.210  -0.12
C17 -4.818 -1.793 9.072  -0.32
C18 -3.916 -1.760 7.858  -0.23
O11 -2.971 -2.796 8.153  -0.26
C19 -3.547 -3.658 9.025  0.61
O12 -3.088 -4.708 9.339  -0.53
O13 -4.719 -3.159 9.491  -0.33
H23 -5.850 -1.535 8.847  0.30
H24 -4.458 -1.152 9.879  0.26
H25 -4.443 -2.017 6.938  0.25
H26 -3.411 -0.809 7.719  0.26
C20 1.081 3.641 -4.370  -0.59
C21 -0.062 4.516 -4.839  -0.13
O14 -1.085 3.547 -5.125  -0.31
C22 -0.837 2.443 -4.404  0.53
O15 -1.589 1.529 -4.277  -0.59
O16 0.382 2.511 -3.816  -0.09
H27 1.698 4.117 -3.612  0.32
H28 1.720 3.298 -5.185  0.33
H29 -0.422 5.182 -4.055  0.07
H30 0.171 5.090 -5.721  0.44
C23 6.219 -0.209 2.341  -0.35
C24 5.626 0.883 1.476  -0.33
O17 5.355 0.188 0.254  -0.28
C25 5.226 -1.131 0.538  0.65
O18 4.834 -1.948 -0.231  -0.49
O19 5.599 -1.387 1.813  -0.32
H31 5.986 -0.095 3.396  0.29
H32 7.300 -0.298 2.221  0.28
H33 4.687 1.270 1.876  0.26
H34 6.307 1.711 1.302  0.31
C26 -3.699 7.294 -5.057  -0.15
C27 -3.096 7.812 -3.768  -0.27
O20 -1.719 7.460 -3.915  -0.30
C28 -1.460 7.333 -5.232  0.76
O21 -0.366 7.170 -5.672  -0.61
O22 -2.595 7.368 -5.965  -0.36
H35 -4.531 7.895 -5.415  0.31
H36 -4.016 6.252 -4.980  0.14
H37 -3.177 8.897 -3.675  0.33
H38 -3.516 7.347 -2.883  0.18
C29 3.119 -7.616 1.118  -0.30
C30 4.259 -8.453 0.576  -0.32
O23 3.918 -8.570 -0.808  -0.33
C31 3.117 -7.527 -1.135  0.67
O24 2.798 -7.240 -2.242  -0.57
O25 2.731 -6.852 -0.026  -0.28
H39 3.417 -6.960 1.932  0.28
H40 2.271 -8.222 1.440  0.26
H41 5.223 -7.949 0.659  0.27
H42 4.328 -9.434 1.037  0.29